Entry 1:
75
Properties=species:S:1:pos:R:3:mulliken_charge:R:1 method="wB97M-V/def2-TZVPD" gap_ev=7.80
I 2.4132 -1.1190 4.8938 0.181
I -4.3153 0.2026 -5.7555 0.151
I -4.2473 3.7119 -5.1348 0.045
Br 3.2312 0.3916 -0.9037 0.026
Br -1.1517 -1.3896 4.8624 -0.102
Cl -4.6524 -4.1068 -0.3823 -0.141
Cl -5.7751 -2.4308 2.2009 -0.204
S -1.3343 -2.8480 0.4374 -0.369
P 1.1339 -2.7505 -2.1568 0.118
O 2.4266 4.0259 0.9410 -0.364
O 1.3750 2.4848 -3.6289 -0.414
O 3.5705 2.1758 -3.9164 -0.420
O 1.6748 -3.7967 -0.9490 -0.417
O 2.5841 -2.3662 -2.9523 -0.536
N 0.5524 -1.2471 -1.4151 1.254
C 2.4848 2.0554 -4.3931 0.212
C -1.3598 -0.0940 -2.6921 0.214
C 2.1268 -0.5240 0.4408 -0.092
C 0.2791 -3.9206 4.1694 -0.385
C -3.8122 -0.6744 -2.0993 -0.262
C -2.7303 2.9569 -2.3949 -0.634
C 0.4908 -1.9193 2.4640 1.037
C 0.1318 -1.9358 1.0509 0.683
C 3.8723 0.2239 2.2198 -1.625
C -0.4280 -2.6568 3.4932 -0.849
C 2.2508 2.2990 2.7152 -0.472
C 1.6167 5.2208 0.9383 -0.613
C 1.7167 -1.1953 2.8372 -0.237
C -3.3371 -1.5796 -1.0727 -0.075
C 0.8612 1.3016 -2.9549 0.207
C -4.2605 -2.3867 -0.1214 -0.839
C 1.5513 -4.4310 3.3645 -0.806
C -0.8673 -1.0329 -1.6522 -0.621
C -4.7293 -1.6996 0.9576 0.366
C 0.9060 -1.2353 0.0035 -1.652
C -4.3288 -0.1890 1.1665 -0.794
C -2.8156 0.0562 -2.8944 1.394
C -3.4132 1.0194 -3.9598 -1.460
C 1.6426 2.8930 1.3763 0.473
C -0.4376 0.7310 -3.6309 -1.132
C -3.3591 2.3541 -3.6844 -0.102
C 3.7259 1.7733 2.5361 -0.513
C 2.5600 -0.5018 1.8492 0.660
C -1.9006 -1.7246 -0.8879 0.938
H 4.2492 1.9676 3.5171 0.264
H -3.2352 2.6358 -1.4496 0.155
H -0.9626 1.6059 -4.1071 0.464
H 0.4909 -3.7579 5.2563 0.367
H -0.1693 0.0530 -4.4960 0.399
H -4.7081 0.2237 2.1285 0.415
H -4.9107 -0.5592 -2.2400 0.482
H 1.5657 2.1331 0.5596 -0.713
H 2.3184 3.1920 3.4061 0.427
H 4.2518 2.4396 1.7960 0.318
H 0.6839 1.4713 -1.8661 0.113
H -2.8247 4.0779 -2.4363 0.413
H -4.6126 0.4169 0.2677 0.193
H 2.3964 -3.7532 3.6250 0.191
H 4.6123 0.1342 1.3750 0.313
H 4.3953 -0.2424 3.0998 0.453
H 1.5527 1.5837 3.2195 0.215
H 1.1645 5.3255 1.9663 0.299
H 1.3274 -4.4819 2.2689 0.178
H 1.4043 -4.7026 -1.1816 0.339
H 2.3765 -1.7471 -3.6754 0.342
H 2.2346 6.1379 0.7561 0.230
H -0.4570 -4.7763 4.1321 0.343
H 1.7494 -5.4928 3.6857 0.394
H 0.6134 3.2782 1.5984 0.530
H -3.1995 -0.1734 1.1923 0.129
H -1.6235 2.7514 -2.3684 0.092
H 1.6585 0.5159 -3.0727 -0.056
H 2.2571 1.6066 -5.3955 0.363
H 0.8261 5.0853 0.1533 0.208
H -1.3480 -3.0703 2.9997 0.307

Entry 2:
52
Properties=species:S:1:pos:R:3:mulliken_charge:R:1 method="wB97M-V/def2-TZVPD" smiles=COC[C@H](C)N.COC[C@H](C)N.CCO.CCO e_above_lowest_kj_mol=0.0 gap_ev=9.64
O 20.9645 -5.0322 2.3181 -0.228
O 25.2612 -6.8609 5.7707 -0.536
O 16.0097 -4.0945 5.0950 -0.313
O 21.7590 -1.7781 6.6266 -0.471
N 21.5785 -4.2863 5.1240 -0.361
N 18.5299 -3.8571 3.9251 -0.430
C 23.5974 -3.2518 4.2337 -1.511
C 18.0980 -2.9035 4.9457 0.810
C 20.8731 -6.2178 1.5741 -0.838
C 23.7158 -1.9340 8.0048 -0.861
C 16.5926 -2.8174 4.9111 -0.965
C 24.7328 -5.1717 7.4546 -0.269
C 24.9649 -6.6340 7.1535 -0.596
C 18.6633 -1.5134 4.7386 -1.401
C 22.2095 -3.7609 3.8950 0.922
C 14.7673 -4.0521 5.7373 -0.763
C 22.2337 -2.2099 7.9085 -0.183
C 22.2886 -4.7494 2.7649 -1.054
H 18.2702 -1.0882 3.8069 0.345
H 16.3388 -2.4712 3.8943 0.309
H 24.2014 -2.2751 7.0905 0.098
H 19.8596 -6.2985 1.1895 0.238
H 22.8880 -5.6410 2.9696 0.365
H 23.8920 -0.8753 8.1877 0.335
H 22.7773 -4.2057 1.9370 0.358
H 24.4496 -7.1019 5.3158 0.295
H 16.2193 -2.1038 5.6494 0.441
H 22.1727 -5.0343 5.4694 0.107
H 14.3054 -5.0359 5.6664 0.249
H 21.1415 -7.1005 2.1659 0.333
H 21.6461 -1.6841 8.6589 0.312
H 24.0606 -7.1969 7.4037 0.298
H 19.5202 -3.7559 3.7300 -0.144
H 23.5579 -2.4862 5.0065 0.238
H 18.1320 -3.5999 3.0224 0.275
H 18.4458 -3.2957 5.9059 0.263
H 25.5118 -4.5068 7.0787 0.328
H 20.6904 -4.7028 4.8532 0.305
H 24.1483 -2.9345 3.3512 0.514
H 23.7955 -4.8156 7.0188 -0.241
H 14.8485 -3.7789 6.7984 0.300
H 25.7896 -7.0343 7.7401 0.357
H 19.7504 -1.5222 4.6958 0.265
H 22.0557 -3.2885 7.9899 0.247
H 18.3268 -0.8136 5.5110 0.409
H 24.6896 -5.0270 8.5377 0.369
H 21.4609 -2.5624 6.1460 0.200
H 21.6182 -2.9164 3.5273 0.098
H 24.2056 -2.5162 8.7901 0.316
H 14.0667 -3.3431 5.2675 0.311
H 21.5466 -6.2032 0.7001 0.310
H 24.1880 -4.0668 4.6860 0.245

Entry 3:
12
Properties=species:S:1:pos:R:3:mulliken_charge:R:1 method="wB97M-V/def2-TZVPD" e_above_lowest_kj_mol=500.8 gap_ev=10.35
O -0.5493 -1.4059 0.4412 -0.460
C -0.8202 -0.5973 -0.6395 0.300
C -1.7268 0.4901 -0.1766 -0.605
C -0.8619 1.0061 0.6950 -0.567
C 1.7166 -0.2064 0.1731 -1.090
C 0.2101 -0.1461 0.2627 0.535
H 2.2235 0.7859 0.5592 0.253
H -0.8801 1.7498 1.5230 0.348
H 1.9972 -0.3584 -0.9421 0.259
H -0.7757 -1.1190 -2.0228 0.210
H 2.1352 -0.9680 0.6512 0.368
H -2.6684 0.7693 -0.5246 0.448

Entry 4:
34
Properties=species:S:1:pos:R:3:mulliken_charge:R:1 method="wB97M-V/def2-TZVPD" multiplicity=3 gap_ev="6.39 / 6.53" charge=+1
Te 0.9948 -2.0503 1.4924 -0.118
Mo 0.5387 0.4098 1.0849 0.681
S 0.6554 0.1594 -1.3943 -0.273
O -1.3569 0.6083 0.9374 -0.573
O -2.6765 -0.6330 -0.3891 -0.800
N -2.8209 2.7939 0.4660 -0.494
N 1.1666 -2.1564 -2.6932 -0.165
N -0.6663 -2.2091 -1.5125 0.299
N -3.1204 1.5467 -0.0955 -0.122
C 0.7043 -3.5330 -2.8810 -0.477
C 0.4753 2.0820 2.7150 -0.569
C 2.6859 1.3812 1.1469 -0.217
C 1.7690 2.3762 0.6859 -0.458
C 1.3776 1.1005 3.1836 -0.244
C 0.3741 -1.4856 -1.8595 0.161
C 2.5186 0.8026 2.4053 -0.630
C 0.7171 2.7713 1.5088 -0.165
C -0.6782 -3.5036 -2.1894 -0.524
C -2.3779 0.4357 0.1165 0.480
H -3.9439 1.4193 -0.6691 0.221
H 1.2487 0.6516 4.1582 0.439
H 3.5480 1.1311 0.5423 0.463
H -1.5011 -3.5428 -2.9033 0.320
H 1.3882 -4.2293 -2.3939 0.292
H 3.2478 0.0938 2.7744 0.557
H 0.0222 3.5320 1.1774 0.350
H -3.5454 3.0558 1.1295 0.241
H -0.3880 2.3413 3.3142 0.456
H 0.6385 -3.7824 -3.9378 0.304
H -1.4367 -1.8006 -0.9651 0.259
H -0.7981 -4.3128 -1.4722 0.318
H 1.9475 2.8694 -0.2604 0.510
H 2.0768 -1.8149 -2.9519 0.224
H -2.7846 3.4916 -0.2709 0.253

Entry 5:
12
Properties=species:S:1:pos:R:3:mulliken_charge:R:1 method="wB97M-V/def2-TZVPD" e_above_lowest_kj_mol=283.2 gap_ev=7.92
N -1.2091 -2.0236 -2.0963 -0.497
N 0.7096 0.0758 -0.1931 -0.213
N -1.0073 -1.2109 2.5134 -0.519
C 0.3099 1.5036 0.0004 -0.802
C -0.3481 -0.9285 0.0525 -0.166
C -0.8527 -1.5500 -1.0901 0.239
C -0.7318 -1.1045 1.3837 0.191
H -0.4405 1.7428 -0.7532 0.316
H 1.5299 -0.1236 0.3884 0.380
H 1.1886 2.1463 -0.1015 0.353
H -0.1235 1.5966 0.9968 0.322
H 1.0133 -0.0569 -1.1614 0.395

| no. | electronic energy (eV) | molar mass (g mol⁻¹) |
| --- | --- | --- |
| 1 | -251855.1867 | 1148.04 |
| 2 | -24164.0299 | 270.41 |
| 3 | -7324.0945 | 82.10 |
| 4 | -40647.7888 | 478.86 |
| 5 | -8696.8774 | 95.10 |